This record from the OMol25 dataset describes a molecular structure, C4H6N2O2. The level of theory is ωB97M-V/def2-TZVPD.

The geometry in XYZ format:
```
14
Properties=species:S:1:pos:R:3:nbo_charge:R:1
C -3.236 0.026 0.290 -0.08
C 0.080 0.160 -0.234 0.50
C 1.055 1.241 -0.186 -0.14
C 2.114 -0.868 0.114 0.23
H -3.139 1.079 1.152 0.16
H -4.052 -0.536 0.555 0.16
H 1.441 1.874 -1.114 0.22
H 0.616 2.041 0.564 0.24
H 2.441 -1.266 1.117 0.18
H 2.825 -1.479 -0.799 0.16
N -2.134 -0.558 -0.345 -0.23
N -1.177 0.462 -0.175 -0.38
O 2.236 0.497 0.321 -0.54
O 0.635 -1.046 -0.038 -0.48
```

Results
LUMO energy	0.361	eV
energy above the lowest of the compared OMol25 structures with the same formula, charge and spin	6.160	eV
2S+1	1
charge	0



This record from the OMol25 dataset describes 3 unconnected molecules or ions with the total composition C4H6N2O2. The level of theory is ωB97M-V/def2-TZVPD.

The geometry in XYZ format:
```
14
Properties=species:S:1:pos:R:3:nbo_charge:R:1
C -0.462 -0.325 0.140 0.52
C 0.135 1.053 0.487 -0.15
C 2.008 0.225 -0.238 0.08
C 1.666 -1.048 0.000 -0.05
H -3.138 0.150 -1.404 0.38
H -3.716 -0.755 1.178 0.16
H -0.535 1.895 0.147 0.24
H 0.308 0.964 1.458 0.18
H 3.088 0.268 -0.366 0.20
H 2.545 -1.584 0.420 0.24
N -2.719 0.459 0.048 -0.52
N -1.664 -0.460 -0.474 -0.42
O 1.265 1.349 -0.232 -0.45
O 0.240 -1.394 0.134 -0.41
```

Results
LUMO energy	-1.069	eV
energy above the lowest of the compared OMol25 structures with the same formula, charge and spin	11.848	eV
2S+1	1
charge	0



This record from the OMol25 dataset describes C4H6N2O2 in the gas phase. The level of theory is ωB97M-V/def2-TZVPD.

The geometry in XYZ format:
```
14
Properties=species:S:1:pos:R:3:nbo_charge:R:1
C -0.036 0.410 0.275 0.22
C 0.102 1.901 0.406 0.40
C 0.710 -1.357 -1.264 -0.25
C -0.758 -1.421 -1.222 -0.25
H 0.323 -1.576 2.472 0.49
H 0.386 2.223 1.492 0.12
H 1.158 -1.795 -0.375 0.22
H 1.317 -1.429 -2.242 0.22
H -1.125 -1.885 -0.288 0.22
H -1.280 -1.621 -2.148 0.21
N 0.099 -0.077 1.488 -0.12
N -0.159 -0.079 -1.030 -0.43
O 0.048 -1.425 1.564 -0.56
O -0.107 2.673 -0.475 -0.49
```

Results
LUMO energy	0.432	eV
energy above the lowest of the compared OMol25 structures with the same formula, charge and spin	4.639	eV
structure (SMILES)	O=C/C(=N/O)N1CC1
2S+1	1
charge	0



This record from the OMol25 dataset describes a molecular structure, C4H6N2O2. The level of theory is ωB97M-V/def2-TZVPD.

The geometry in XYZ format:
```
14
Properties=species:S:1:pos:R:3:nbo_charge:R:1
C -2.374 -0.341 0.452 -0.23
C 2.034 -0.762 0.035 0.05
C 1.872 0.537 0.517 -0.40
C 0.429 0.995 0.009 0.65
H -1.788 0.667 1.130 0.21
H -2.718 -1.475 0.912 0.20
H -3.513 0.455 -0.333 0.16
H 0.553 -1.695 -1.172 0.39
H 2.851 -1.235 -0.310 0.21
H 2.552 1.417 0.496 0.24
N -0.204 -0.336 0.218 -0.06
N 0.727 -1.369 -0.251 -0.44
O -1.412 -0.524 -0.397 -0.43
O -0.258 1.927 -0.423 -0.54
```

Results
LUMO energy	0.282	eV
energy above the lowest of the compared OMol25 structures with the same formula, charge and spin	9.006	eV
2S+1	1
charge	0



This record from the OMol25 dataset describes C4H6N2O2 in the gas phase. The level of theory is ωB97M-V/def2-TZVPD.

The geometry in XYZ format:
```
14
Properties=species:S:1:pos:R:3:nbo_charge:R:1
C 2.235 -0.679 0.605 -0.40
C -0.145 1.433 -0.004 0.03
C -1.351 1.137 0.394 -0.46
C -1.520 -0.293 0.052 0.74
H 3.328 -0.675 0.872 0.21
H 2.003 -1.772 -0.103 0.17
H 1.571 -0.481 1.365 0.21
H 2.200 -0.039 -1.230 0.34
H 0.282 2.436 0.109 0.24
H -2.349 1.625 0.533 0.26
N 1.969 0.278 -0.419 -0.42
N 0.571 0.328 -0.450 0.01
O -2.434 -1.078 -0.110 -0.55
O -0.082 -0.787 -0.109 -0.39
```

Results
LUMO energy	0.787	eV
energy above the lowest of the compared OMol25 structures with the same formula, charge and spin	5.514	eV
structure (SMILES)	CNn1ccc(=O)o1
2S+1	1
charge	0



This record from the OMol25 dataset describes a molecular structure, C4H6N2O2. The level of theory is ωB97M-V/def2-TZVPD.

The geometry in XYZ format:
```
14
Properties=species:S:1:pos:R:3:nbo_charge:R:1
C -2.357 0.774 0.977 -0.70
C -1.184 1.015 0.136 0.11
C 1.905 -0.060 -0.913 0.01
C 2.231 -1.500 -0.590 0.71
H -3.429 1.586 0.601 0.26
H -2.761 -0.520 0.641 0.26
H -1.986 1.033 2.282 0.29
H -1.008 2.045 -0.245 0.18
H 2.816 0.518 -1.239 0.21
H 0.525 -1.608 -0.016 0.49
N -0.218 0.191 -0.159 -0.38
N 0.891 0.642 -0.802 -0.26
O 1.269 -2.174 0.076 -0.66
O 3.308 -1.941 -0.749 -0.53
```

Results
LUMO energy	-0.637	eV
energy above the lowest of the compared OMol25 structures with the same formula, charge and spin	5.277	eV
2S+1	1
charge	0



Gap between HOMO and LUMO per entry: 9.349, 7.153, 10.183, 9.443, 9.601, 8.837 eV
HOMO level per entry: -8.99, -8.22, -9.75, -9.16, -8.81, -9.47 eV